Below is C92H192As4F30N8O6 as an isolated structure at a distorted geometry, with properties calculated with ωB97M-V/def2-TZVPD.

Geometry as XYZ:
```
332
Properties=species:S:1:pos:R:3:forces:R:3:mulliken_charge:R:1
C -2.63845 3.55255 -9.10573 0.241 -0.138 0.567 -1.223
C -1.49507 4.28362 -8.34103 -0.742 -0.530 0.595 -0.046
C -1.87280 4.47157 -6.86131 0.305 1.684 0.439 -0.142
C -0.71062 5.18632 -6.04262 -1.183 -0.060 -0.283 -1.186
N -0.02349 4.32162 -5.08060 -1.185 -1.655 1.223 0.861
C -1.04554 3.88036 -3.96879 2.282 1.917 0.752 0.779
C -1.16373 5.18611 -3.13000 0.117 -0.809 -1.099 -0.425
C 0.24524 5.81528 -3.15711 -0.518 0.346 -0.337 -0.928
C 0.98703 5.01854 -4.23580 0.687 -0.237 -0.392 -0.236
C 0.53567 3.07437 -5.77063 0.174 1.163 0.033 0.525
C 1.78334 3.30709 -6.63860 -0.375 -0.262 0.005 -1.177
C 2.27465 1.99154 -7.29747 -0.373 0.951 -0.666 -0.391
H -2.79364 2.51586 -8.73274 0.371 0.675 -0.178 0.233
H -2.43598 3.47257 -10.16739 -0.004 0.108 -0.156 0.427
H -3.60886 4.02687 -8.94972 0.120 0.282 -0.164 0.326
H -1.09541 5.22195 -8.78836 -0.652 -0.569 0.153 0.385
H -0.66508 3.60509 -8.24748 0.712 -0.374 -0.631 -0.085
H -2.20951 3.53913 -6.40142 0.424 -0.060 -0.171 -0.740
H -2.75657 5.11251 -6.72869 0.192 0.014 -0.319 0.815
H -1.11016 6.03461 -5.48371 0.061 -0.094 -0.113 0.637
H 0.10325 5.56379 -6.62849 0.092 0.323 -0.965 0.865
H -0.47882 3.18079 -3.33914 -0.529 -0.467 -0.554 -0.834
H -1.96977 3.57783 -4.38503 -0.651 -0.745 -0.294 -0.024
H -1.49841 4.88800 -2.14611 -0.249 0.450 0.005 -0.397
H -1.89617 5.78698 -3.65558 -0.200 0.358 0.601 0.960
H 0.70809 5.68846 -2.19602 0.436 -0.164 0.364 0.186
H 0.23342 6.91802 -3.31825 -0.085 -0.859 -0.217 0.392
H 1.55367 4.15199 -3.84868 0.103 0.822 0.182 -0.152
H 1.61862 5.61778 -4.89728 0.057 -0.101 0.219 0.516
H -0.31535 2.71628 -6.32418 -0.038 -0.479 -0.360 0.127
H 0.72471 2.42362 -4.95389 0.326 -0.873 0.549 -0.320
H 2.60236 3.70578 -6.05278 0.082 0.080 0.346 0.407
H 1.53560 4.07946 -7.36572 0.116 -0.175 -0.377 0.546
H 1.47308 1.52926 -7.89528 0.306 0.032 0.207 0.244
H 2.62042 1.30633 -6.54645 -0.055 -0.377 0.491 -0.701
H 3.13991 2.17941 -7.96085 -0.502 0.080 0.221 0.568
C 2.84192 -1.93761 0.87418 -0.191 -0.546 -0.096 0.176
C 1.50236 -1.47575 1.46295 -0.977 -0.163 0.491 -1.103
C 0.55735 -0.75170 0.49679 0.315 1.649 -0.037 1.895
C -0.76333 -0.25356 1.10901 0.099 -0.218 1.683 -2.020
N -1.65210 0.43036 0.14093 1.616 0.910 -1.858 1.427
C -3.00431 0.83883 0.61454 -0.481 -0.452 0.842 1.250
C -4.03389 0.18582 -0.28560 -0.156 -0.107 -0.028 -1.336
C -3.28011 0.04581 -1.60039 0.353 0.100 -0.227 0.131
C -1.91652 -0.46025 -1.10211 -0.527 1.024 0.590 -0.203
C -0.87886 1.67229 -0.34086 -0.773 -0.607 -1.480 0.137
C -0.31452 2.66628 0.65279 0.027 -1.096 0.036 1.859
C -0.07573 3.92076 -0.13709 -0.786 1.349 0.580 0.231
H 3.57989 -1.11886 0.77502 -0.499 -0.263 -0.213 -0.063
H 2.61033 -2.38333 -0.12119 0.555 0.293 0.523 -0.329
H 3.31660 -2.71918 1.51203 -0.481 0.532 -0.386 -0.107
H 1.65665 -0.84677 2.36070 -0.007 -0.064 -0.411 0.697
H 0.90346 -2.30458 1.83066 0.345 -0.583 0.195 0.693
H 0.23696 -1.28030 -0.40270 0.812 -0.511 0.123 -0.344
H 1.15762 0.12326 0.19459 -0.455 -0.183 -0.369 -1.446
H -0.58488 0.49540 1.91894 -0.104 -0.717 -0.409 0.516
H -1.34374 -1.09152 1.51699 0.130 0.052 0.025 1.082
H -3.11691 1.91722 0.44774 0.334 -0.393 0.823 -0.730
H -3.11057 0.44165 1.62781 0.004 0.668 0.109 -0.239
H -4.88524 0.85586 -0.30970 -0.162 -0.003 -0.415 0.615
H -4.38297 -0.78038 0.07672 0.277 -0.050 0.046 0.425
H -3.15433 1.02880 -2.05713 -0.197 -0.112 -0.280 -0.730
H -3.78291 -0.63837 -2.29735 0.342 0.196 0.142 0.565
H -1.01239 -0.40447 -1.72333 -0.624 -0.089 -0.127 0.009
H -2.10361 -1.41427 -0.65895 0.279 -1.088 0.058 -0.170
H -1.55272 2.13193 -1.09631 0.328 -0.059 0.668 -0.067
H -0.01434 1.29025 -0.90514 -0.524 0.103 0.129 -0.146
H 0.61521 2.19809 0.99420 -0.188 0.399 0.168 -1.249
H -0.91232 2.90331 1.54059 -0.084 -0.221 -0.267 -0.330
H 0.58848 4.58655 0.40953 0.009 0.165 -0.053 0.203
H -1.06132 4.43197 -0.21914 0.615 -0.130 0.029 -0.518
H 0.28934 3.80397 -1.14761 0.301 -0.482 -0.194 -0.478
C -4.45355 0.05906 4.21645 1.185 -0.577 0.591 -1.016
C -5.43794 0.15435 5.40024 1.132 1.815 -0.633 -0.190
C -6.31289 -1.01155 5.72928 0.286 -0.176 0.299 -0.119
C -7.41243 -0.52831 6.67596 -0.749 -0.496 -1.385 -1.084
N -8.40319 -1.63288 6.95294 0.515 -0.699 1.844 0.223
C -9.46547 -1.08536 7.89942 0.185 -0.559 0.021 -0.621
C -8.79163 -0.98955 9.31226 -0.281 -0.152 -0.919 -0.671
C -7.58939 -1.98910 9.24762 -0.280 -0.128 -0.538 -0.699
C -7.66988 -2.65318 7.86209 -1.059 0.388 -0.276 -0.708
C -8.99416 -2.30231 5.72858 -0.532 0.571 0.454 -1.494
C -9.60802 -1.30979 4.72450 -0.701 -1.736 0.950 0.069
C -10.42143 -2.20325 3.78010 0.426 -1.137 -0.309 -1.388
H -3.93446 1.02798 4.04515 -0.875 -0.314 -0.091 0.254
H -4.97387 -0.32204 3.33926 0.175 0.217 -0.245 0.481
H -3.57228 -0.59172 4.39402 -0.729 -0.167 0.052 0.057
H -6.04672 1.01852 5.05628 -0.144 -0.333 0.773 -0.185
H -4.88167 0.44604 6.30907 -0.264 0.148 -0.319 0.265
H -5.69792 -1.82666 6.13961 -0.213 0.270 0.050 0.201
H -6.74335 -1.40139 4.81772 -0.232 -0.083 -0.287 0.250
H -8.02507 0.21913 6.15409 0.412 0.137 0.189 0.333
H -7.07784 -0.11434 7.63170 0.074 -0.219 -0.287 0.635
H -10.29641 -1.79917 7.82405 0.177 0.234 0.334 0.452
H -9.78936 -0.12650 7.50440 -0.084 0.026 0.090 0.455
H -9.51175 -1.24173 10.10958 0.363 0.153 -0.446 0.389
H -8.48660 0.05901 9.43216 0.106 -0.452 0.317 0.319
H -7.71440 -2.81322 9.95336 0.300 0.419 0.269 0.411
H -6.61419 -1.48979 9.36584 -0.465 -0.289 0.242 0.290
H -8.31447 -3.52431 7.84246 -0.218 -0.151 0.301 0.594
H -6.73180 -2.97926 7.43848 0.205 0.291 -0.188 0.466
H -9.72365 -3.09963 6.00077 0.415 0.844 0.458 0.631
H -8.18534 -2.82385 5.27784 0.711 -0.436 -0.527 0.710
H -8.77752 -0.87794 4.22268 0.388 0.911 -0.654 0.307
H -10.23636 -0.57543 5.24658 0.203 -0.044 -0.326 0.241
H -11.21429 -2.75570 4.30113 0.189 0.236 0.200 0.342
H -9.75195 -3.01882 3.34606 -0.802 1.207 0.251 0.304
H -10.93894 -1.66662 2.99718 0.254 0.181 -0.343 0.403
C 5.83783 0.23476 -8.56053 1.312 0.315 -1.552 -1.724
C 5.31839 -0.21911 -7.25388 0.485 1.216 0.322 0.497
C 5.31045 -1.71488 -7.04752 -0.146 1.344 -1.380 -0.920
C 4.36765 -1.97367 -5.93119 0.624 -0.431 1.882 0.204
N 5.15176 -2.32395 -4.65057 -0.209 -0.524 -0.264 1.253
C 5.89758 -3.62243 -4.94375 -2.091 -0.220 2.068 -0.745
C 4.89105 -4.70991 -4.49306 1.134 -0.353 -0.267 -0.956
C 4.25232 -4.11402 -3.25348 0.718 -0.563 0.736 -0.224
C 4.13581 -2.66491 -3.55388 -0.532 1.724 -0.387 0.671
C 6.03882 -1.18708 -4.22443 -0.919 -0.291 1.529 -0.605
C 6.84833 -1.41229 -2.96416 -0.799 -1.810 1.052 -0.420
C 7.44717 -0.15248 -2.44228 0.691 1.558 -0.725 -0.925
H 6.87717 -0.07604 -8.71928 -0.054 -0.152 0.005 0.427
H 5.87513 1.31969 -8.71547 -0.289 -0.129 0.355 0.393
H 5.27074 -0.17550 -9.39556 -0.134 -0.074 -0.019 0.372
H 4.36851 0.25169 -7.13344 -1.102 -0.228 0.109 -0.303
H 5.88560 0.24934 -6.45061 0.280 0.054 0.085 0.176
H 6.37603 -1.97742 -6.95826 -0.598 -0.535 0.143 0.353
H 4.88185 -2.15632 -7.94457 0.311 -0.309 -0.195 0.421
H 3.71222 -2.82982 -6.09696 0.043 0.125 0.019 0.845
H 3.78436 -1.06955 -5.68680 0.149 -0.704 -0.079 -0.603
H 6.67192 -3.67612 -4.23017 1.204 0.082 0.574 0.559
H 6.27516 -3.64217 -5.91964 0.313 -0.129 -1.256 0.344
H 5.44270 -5.60594 -4.20189 0.015 -0.011 -0.224 0.511
H 4.20595 -5.02489 -5.26298 -0.422 0.179 -0.303 0.353
H 4.97723 -4.22166 -2.42517 -0.522 -0.295 -0.115 0.332
H 3.30186 -4.61186 -3.01373 0.338 0.381 0.161 0.119
H 4.21331 -1.90367 -2.75901 0.178 -0.775 -0.091 -0.487
H 3.19382 -2.43598 -4.00709 -0.696 0.056 -0.201 -0.470
H 5.37763 -0.35922 -3.97423 -0.082 0.084 -0.577 -0.344
H 6.68599 -0.95401 -5.01140 0.847 0.416 -1.278 0.892
H 7.59425 -2.19618 -3.05773 0.306 0.013 -0.381 0.431
H 6.19962 -1.79873 -2.14303 0.136 0.125 -0.577 0.203
H 7.93298 0.43374 -3.28488 -0.529 -0.455 1.035 0.282
H 8.22566 -0.36060 -1.70432 -0.148 0.052 -0.031 0.560
H 6.64536 0.45065 -1.98444 0.547 -0.003 -0.279 -0.233
C 0.49144 -1.45062 -7.49177 0.022 0.046 0.224 -1.984
C 0.92481 -1.30155 -6.02164 0.020 -2.078 -0.856 1.593
C -0.13830 -1.73061 -5.03428 -0.933 0.258 0.706 2.763
C -0.66144 -3.15309 -5.30730 0.382 -0.485 0.010 -1.470
N -1.34976 -3.90017 -4.17671 1.610 0.555 -0.256 1.333
C -1.91684 -5.17650 -4.74670 1.099 -0.013 -0.281 -0.924
C -3.35583 -5.28193 -4.28108 0.835 -0.103 -0.349 -0.883
C -3.51196 -4.11534 -3.30011 -0.899 -0.244 1.347 -0.727
C -2.47965 -3.07852 -3.73275 -0.857 -0.257 0.904 1.154
C -0.35460 -4.17031 -3.03810 -0.834 1.633 -0.807 -0.406
C -0.90806 -4.91335 -1.85594 1.208 -0.174 0.359 1.201
C 0.24754 -5.04834 -0.83886 -1.031 -0.756 0.365 -2.089
H -0.34583 -0.79166 -7.74769 0.124 -0.108 0.078 0.286
H 0.16963 -2.46129 -7.67782 -0.421 -0.440 -0.052 0.455
H 1.29003 -1.32267 -8.22319 0.220 0.434 0.193 0.508
H 1.22367 -0.31730 -5.80597 0.436 1.238 0.311 -0.286
H 1.77848 -1.98882 -5.81199 -0.340 0.604 -0.324 -0.868
H -0.98670 -1.03941 -5.06567 -0.092 -0.263 -0.390 -0.986
H 0.22697 -1.51522 -4.02395 0.321 -0.636 0.074 -0.813
H 0.09054 -3.88019 -5.65692 0.214 0.554 0.055 0.363
H -1.42961 -3.11932 -6.07645 0.174 0.277 -0.057 0.156
H -1.20356 -5.95216 -4.47409 -0.354 -0.302 0.389 0.542
H -1.80611 -5.09490 -5.81692 -0.344 0.031 -0.342 0.641
H -3.54398 -6.34443 -4.05251 -0.398 0.760 0.625 0.359
H -3.96186 -4.99434 -5.11705 -0.438 -0.260 -0.639 0.299
H -3.36550 -4.36066 -2.21453 -0.405 0.096 -1.238 -0.265
H -4.51772 -3.71411 -3.42037 0.017 0.086 0.309 0.674
H -2.17450 -2.47160 -2.88093 0.067 0.081 -0.094 -0.310
H -2.76331 -2.42956 -4.55801 -0.382 -0.085 -0.149 -0.625
H -0.02038 -3.14700 -2.78062 -0.144 -0.524 0.317 -0.675
H 0.49806 -4.61942 -3.51047 0.385 -0.700 -0.210 0.849
H -1.32277 -5.87672 -2.14166 0.232 -0.274 -0.029 0.504
H -1.71519 -4.38966 -1.41345 -0.524 0.692 0.529 -0.986
H 0.99837 -5.68725 -1.26351 0.845 -0.005 -0.279 0.722
H -0.04742 -5.56944 0.07323 -0.407 -0.001 -0.121 0.452
H 0.62936 -4.10588 -0.46622 0.211 0.358 -0.381 0.208
C 6.41562 -3.17534 1.86278 -0.385 -1.702 -1.239 -1.401
C 6.21621 -2.48384 3.16304 0.271 1.083 1.416 0.319
C 6.75489 -3.34581 4.35827 -0.540 -0.703 -2.123 -0.878
C 6.21630 -2.87694 5.67842 -0.561 1.049 -0.655 -1.362
N 6.10715 -3.95607 6.67331 -2.467 -0.112 -0.888 0.613
C 5.09656 -5.02059 6.11554 1.851 -0.637 -0.310 -0.358
C 4.71451 -5.85137 7.30989 -0.433 0.138 0.453 -1.038
C 4.63492 -4.80791 8.45865 0.316 0.130 -0.071 -0.756
C 5.36738 -3.57275 7.89554 0.373 0.597 1.022 -0.767
C 7.39533 -4.51201 6.92270 1.714 -1.184 0.215 -1.152
C 8.56048 -3.59662 7.39858 -1.718 -0.379 -0.613 -0.272
C 9.74262 -4.47015 7.75038 -0.960 -0.805 -0.515 -1.289
H 7.47950 -3.24497 1.61157 -0.114 0.352 -0.230 0.464
H 5.81127 -2.77656 1.02916 0.524 0.270 0.261 0.051
H 6.10842 -4.24952 1.87814 -0.056 0.659 0.339 0.450
H 5.19764 -2.07754 3.33834 0.235 -0.936 -0.020 0.213
H 6.81250 -1.55968 3.13974 0.106 -0.016 0.059 0.080
H 7.82275 -3.38008 4.28501 0.937 0.462 0.222 0.563
H 6.54025 -4.40252 4.06220 -0.506 0.779 0.679 0.539
H 5.21836 -2.48551 5.45927 -0.116 -0.271 0.477 0.344
H 6.81457 -2.04505 6.06066 0.024 -0.251 0.247 0.716
H 5.63173 -5.58953 5.32322 -0.625 0.399 0.524 0.498
H 4.27252 -4.40864 5.74534 -0.049 0.055 -0.121 0.075
H 5.45018 -6.57391 7.64138 0.345 -0.274 -0.460 0.394
H 3.82751 -6.43830 7.03520 -0.034 0.485 0.465 0.481
H 5.24511 -5.12924 9.30160 -0.285 -0.360 0.116 0.392
H 3.64683 -4.55190 8.85796 0.177 -0.062 -0.453 0.355
H 6.13961 -3.24182 8.59361 -0.412 0.371 0.098 0.416
H 4.70692 -2.76508 7.62310 -0.267 0.192 -0.037 0.547
H 7.63748 -4.98785 5.99999 0.670 -0.322 -0.837 0.516
H 7.23719 -5.37004 7.57528 0.275 0.228 0.522 0.710
H 8.16834 -3.14649 8.28259 0.070 0.653 0.901 0.317
H 8.75435 -2.76729 6.69642 0.145 -0.580 0.103 0.303
H 9.31949 -5.30115 8.36970 0.844 0.596 -0.258 0.305
H 10.43676 -3.86202 8.30041 0.664 -0.207 0.173 0.412
H 10.16150 -4.91405 6.82474 0.130 0.270 0.678 0.313
C 7.47500 2.54538 0.47126 -0.813 -1.302 0.258 -1.560
C 6.24382 2.30101 1.39166 1.164 -0.862 0.844 1.208
C 6.57241 2.69292 2.85288 -0.512 -0.380 -0.905 -1.341
C 5.37004 2.80454 3.77655 0.093 -0.288 -0.408 -0.500
C 4.47114 3.89947 3.20451 -0.476 -0.966 0.308 -0.847
C 3.98478 3.58901 1.78683 0.141 0.368 0.274 2.111
N 5.12737 3.12533 0.87415 0.248 -0.602 6.485 0.773
O 5.16063 3.46606 -0.19029 -0.185 1.875 -6.415 -0.333
C 3.40967 4.86158 1.15793 0.328 -0.067 0.472 -1.445
C 3.02770 2.41317 1.72753 0.100 0.564 -0.023 -0.833
C 5.78006 0.84569 1.26484 0.391 -0.482 -0.453 -0.812
H 8.29273 1.88484 0.82822 -0.464 0.518 -0.135 0.345
H 7.78170 3.58958 0.51235 0.040 -0.078 -0.288 0.514
H 7.17084 2.18417 -0.53110 0.614 0.619 0.336 0.395
H 7.03607 3.65886 2.74618 0.443 0.509 0.475 0.456
H 7.31361 1.96382 3.16443 0.147 0.006 0.213 0.500
H 5.74559 3.09367 4.74551 -0.055 0.154 0.424 0.523
H 4.84296 1.82688 3.92939 0.346 0.828 -0.280 0.210
H 4.90954 4.88245 3.21199 0.633 0.320 0.081 0.470
H 3.58221 3.99978 3.82850 -0.215 -0.003 -0.185 0.155
H 2.60206 5.21043 1.86917 0.992 -0.063 -1.066 -0.012
H 3.03685 4.67267 0.14952 -0.313 0.030 0.206 0.178
H 4.26537 5.57160 1.04929 -0.901 -0.106 0.286 0.685
H 2.09505 2.88414 2.00313 -0.284 -0.461 0.081 -0.267
H 3.28041 1.58249 2.38560 -0.159 0.190 -0.061 -0.129
H 3.03300 2.14001 0.68784 -0.624 -0.685 -0.292 0.537
H 4.88071 0.57040 1.82636 0.131 0.295 -0.457 0.062
H 6.55220 0.15910 1.64034 0.066 0.434 -0.136 0.269
H 5.70827 0.68503 0.17585 -0.531 -0.451 0.430 -0.094
C -3.74569 7.18919 3.24974 -0.431 0.049 -1.251 -1.385
C -4.11181 6.34601 1.97284 -0.722 -0.867 -1.332 0.813
C -3.62167 4.87080 1.87528 0.752 1.430 2.788 -0.090
C -4.11299 4.05487 3.08268 0.787 -0.867 -0.814 -0.299
C -5.59820 3.78945 2.95734 -0.542 2.413 -0.101 -0.839
C -6.44374 5.13763 2.63111 1.141 -0.396 -0.140 1.214
N -5.61341 6.19206 1.88033 -2.413 3.039 -1.625 1.080
O -6.26675 6.98434 1.17472 2.749 -2.824 2.662 -0.437
C -6.86018 5.76811 3.97776 0.258 -0.759 -0.284 -1.339
C -7.59747 4.83735 1.69161 0.051 -0.466 1.233 -1.802
C -3.70989 7.06375 0.65397 0.923 -0.491 1.626 -1.464
H -4.25526 7.01546 4.20736 0.333 -0.351 -0.545 0.373
H -3.99204 8.18934 2.90312 -0.078 0.353 0.426 0.461
H -2.66601 7.16758 3.35005 0.185 -0.277 0.245 0.256
H -2.56696 5.02972 2.07516 0.212 -0.291 -0.556 0.184
H -3.77551 4.42519 0.91981 -0.363 -0.186 -0.535 0.078
H -3.69152 4.44478 4.02552 -0.691 0.171 -0.287 0.586
H -3.62300 3.07621 2.98439 -0.017 0.047 0.124 -0.240
H -6.02583 3.30011 3.85015 0.007 0.182 -0.596 0.276
H -5.77375 3.25823 2.04652 0.073 -1.079 -0.301 0.101
H -7.22848 4.87125 4.53671 0.064 1.238 -0.060 0.384
H -7.59615 6.55506 3.86844 -0.336 -0.048 -0.033 0.433
H -5.98240 6.20674 4.45543 -0.243 -0.350 0.266 0.215
H -8.08866 5.73117 1.34897 -0.455 0.110 0.186 0.518
H -8.18907 4.26266 2.39913 -0.893 -0.248 -0.544 0.458
H -7.31551 4.24351 0.83049 0.195 -0.146 0.004 0.257
H -4.05165 6.48573 -0.18566 -0.612 0.256 -0.354 0.323
H -2.62053 6.92927 0.60678 -0.068 0.628 0.167 0.337
H -4.02251 8.10388 0.71819 0.202 -0.047 -0.569 0.544
As -3.65766 -3.91370 1.25537 0.326 2.328 -3.709 2.146
F -1.96145 -3.57569 0.73952 -0.425 -0.473 0.484 -0.640
F -4.05147 -3.13847 -0.30567 -0.302 -0.528 0.175 -0.545
F -5.30344 -4.06529 1.68081 -0.531 -0.118 -0.020 -0.511
F -3.16131 -4.48010 2.70872 0.973 -1.126 2.324 -0.441
F -3.67035 -2.25938 1.85291 0.041 0.185 0.547 -0.548
F -3.64099 -5.45353 0.46927 0.172 0.184 0.207 -0.486
As 2.72512 1.06205 -2.71797 -0.984 -1.624 -0.584 2.075
F 2.52915 -0.37485 -1.71326 0.378 0.918 -0.096 -0.290
F 2.80505 -0.05229 -4.07269 0.311 0.412 0.060 -0.727
F 2.97611 2.37134 -3.85454 -0.379 -0.414 0.762 -0.368
F 2.53154 2.15650 -1.38689 0.203 -0.274 -0.461 -0.147
F 4.48445 0.91379 -2.51073 -1.030 0.417 0.204 -0.534
F 0.91714 0.98242 -2.93190 1.589 0.795 0.009 -0.312
As -4.95738 3.88594 -1.95140 1.603 0.169 1.242 2.104
F -6.15019 4.63109 -2.85280 -0.910 -0.004 -0.701 -0.422
F -5.41125 4.88365 -0.57061 -0.345 -0.192 0.114 -0.486
F -3.66800 3.23812 -0.90319 0.102 0.206 -0.569 -0.320
F -4.39766 2.90219 -3.27343 -0.113 0.377 0.469 -0.347
F -3.81855 5.21271 -2.34955 -0.695 -1.012 -0.060 -0.509
F -5.94021 2.59889 -1.28059 -0.018 0.590 -0.715 -0.529
As 0.30658 5.19383 3.93830 -0.159 5.220 1.354 1.908
F 0.06108 4.36436 5.40019 -1.021 0.226 1.127 -0.505
F 1.76716 5.82964 4.57548 0.561 0.401 0.211 -0.503
F 0.73563 5.95985 2.39570 -0.486 -0.200 0.184 -0.506
F -1.10771 4.57388 3.26754 -1.502 -0.376 -0.442 -0.719
F -0.54083 6.75603 4.39743 0.587 -2.086 -0.383 -0.539
F 1.10730 3.84298 3.46786 2.050 -3.231 -1.772 -0.423
C -4.52419 -1.75536 -7.49992 3.121 -2.531 -3.359 0.081
O -3.32253 -1.21136 -6.70131 -0.284 -0.576 0.323 0.032
O -5.10561 -1.02137 -8.34495 -0.356 0.092 2.069 -0.807
C -3.51583 -2.89106 -8.30108 -1.650 1.136 1.532 0.564
F -2.93989 -3.58149 -7.24244 0.145 -1.254 -0.737 -0.325
F -4.38282 -3.75783 -8.94312 2.117 0.632 0.047 -0.290
F -2.43807 -2.47667 -9.04647 -1.630 -0.862 0.105 -0.277
C -3.70471 -0.09140 -6.03284 -0.812 1.193 0.224 -0.636
C -2.62500 0.92388 -6.16455 0.088 0.627 -0.143 1.157
H -2.52501 1.32449 -7.17589 0.010 -0.134 0.139 -0.674
H -2.85644 1.68627 -5.45039 -0.075 1.054 0.345 -0.200
H -1.69254 0.49703 -5.83863 0.585 -0.174 -0.075 -0.369
H -3.89635 -0.14452 -4.93261 -0.026 -0.823 -0.211 -0.385
H -4.64389 0.24975 -6.49053 0.097 0.419 0.198 0.712
H -4.88315 -2.54936 -6.77515 -1.188 1.090 -0.128 0.138
C 2.20219 -3.34829 4.64019 -1.378 1.471 0.099 1.247
O 1.07479 -3.46962 5.61667 -0.336 -0.035 -0.524 -0.391
O 3.27797 -2.92760 5.21463 0.652 -0.389 -0.101 -0.665
C 2.23521 -4.77002 3.97462 0.391 0.444 0.016 0.543
F 2.94827 -4.71840 2.78116 0.392 -0.646 1.444 -0.238
F 2.73427 -5.79233 4.84809 -0.815 1.727 -2.211 -0.247
F 1.02082 -5.10195 3.56496 -0.154 -0.978 0.225 -0.244
C -0.17752 -3.08648 5.05436 -0.892 -0.728 0.596 0.100
C -1.30291 -2.98198 6.12205 1.791 0.685 0.557 -1.053
H -1.65593 -3.97874 6.43037 -0.241 0.542 -0.347 0.353
H -0.82230 -2.52237 7.00404 -0.251 -0.204 -0.076 0.381
H -2.05557 -2.24258 5.81097 -0.155 -0.731 -0.109 -0.045
H -0.56829 -3.80840 4.33611 0.328 -0.037 -0.261 0.249
H -0.04011 -2.15474 4.52619 -0.107 0.653 -0.137 0.181
H 1.77524 -2.56437 3.85487 0.638 -1.728 0.701 -1.099
```
Positions in Å, forces in eV/Å.

Calculated values
DFT total energy	-447594.611	eV
total charge	+2
HOMO-LUMO gap	3.49	eV